No. 1
{
  "formula": "C5H6O2",
  "method": "wB97M-V/def2-TZVPD",
  "elements": ["C", "C", "C", "C", "O", "C", "O", "H", "H", "H", "H", "H", "H"],
  "coordinates": [[-1.589963, -1.303364, 0.097447], [-0.852174, -0.361385, 1.004849], [-0.322188, 0.756294, 0.593426], [0.356407, 1.736495, 0.062778], [1.622455, 1.583469, -0.515792], [2.078282, 0.363403, -0.861240], [1.520744, -0.692123, -0.746540], [-1.677320, -0.888699, -0.909871], [-2.588479, -1.532180, 0.482630], [-1.027988, -2.242426, 0.028563], [-0.658554, -0.682760, 2.027017], [0.057000, 2.777991, 0.025865], [3.081781, 0.485280, -1.289133]],
  "forces_ev_per_angstrom": [[-0.07, -0.01, -0.04], [0.06, 0.18, -0.01], [0.09, -0.15, -0.01], [-0.24, -0.09, 0.13], [0.10, -0.11, -0.02], [-0.01, -0.34, -0.05], [0.24, 0.52, -0.15], [-0.01, -0.05, 0.18], [0.11, 0.00, -0.04], [-0.09, 0.13, 0.03], [-0.14, 0.08, -0.05], [-0.02, -0.22, 0.00], [-0.02, 0.05, 0.03]],
  "lowdin_charge": [-0.09, -0.15, -0.02, -0.10, 0.00, -0.32, 0.09, 0.08, 0.07, 0.08, 0.11, 0.12, 0.14],
  "homo_energy_ev": -9.36,
  "smiles": "CC=C=COC=O",
  "homo_lumo_gap_ev": 10.34
}

No. 2
{
  "formula": "C5H6O2",
  "method": "wB97M-V/def2-TZVPD",
  "elements": ["C", "C", "C", "C", "C", "O", "O", "H", "H", "H", "H", "H", "H"],
  "coordinates": [[0.875595, 1.473407, 0.173808], [-0.236404, 0.449720, 0.179731], [-0.359833, -0.480497, -1.044334], [-1.034260, -1.688437, -0.550519], [-0.519152, -1.702568, 0.888161], [-0.460427, -2.662538, 1.605577], [-0.069193, -0.470885, 1.265481], [1.858290, 0.999077, 0.084512], [0.849186, 2.059298, 1.097914], [0.734403, 2.156196, -0.671553], [0.646900, -0.874408, -1.305319], [-0.779701, -0.029442, -1.946910], [-1.198468, 0.957480, 0.323859]],
  "forces_ev_per_angstrom": [[0.02, -0.01, -0.02], [-0.06, 0.15, -0.07], [-0.17, -0.01, -0.09], [0.27, 0.23, 0.01], [0.03, -0.52, 0.28], [0.02, 0.45, -0.28], [-0.11, -0.08, 0.06], [-0.16, 0.02, 0.01], [0.04, -0.09, -0.16], [0.04, -0.09, 0.13], [-0.06, 0.04, 0.05], [0.04, -0.07, 0.12], [0.11, -0.01, -0.04]],
  "lowdin_charge": [-0.03, -0.37, -0.18, 0.22, -0.50, 0.13, 0.03, 0.09, 0.09, 0.09, 0.16, 0.12, 0.15],
  "homo_energy_ev": [-9.68, -9.61],
  "homo_lumo_gap_ev": [8.12, 8.11]
}

No. 3
{
  "formula": "C5H6O2",
  "method": "wB97M-V/def2-TZVPD",
  "elements": ["O", "C", "C", "O", "C", "C", "C", "H", "H", "H", "H", "H", "H"],
  "coordinates": [[1.162738, 2.018968, 0.703644], [0.680159, 0.975582, 0.335329], [1.549732, -0.188356, -0.144083], [0.690100, -1.143051, -0.761088], [-0.272995, -0.507763, -1.422596], [-1.466286, -0.286500, 0.824545], [-0.808662, 0.752074, 0.270530], [2.048739, -0.681659, 0.695112], [2.299152, 0.185577, -0.846416], [-1.045172, -1.286333, -1.616298], [-0.944432, -1.161308, 1.204584], [-2.547723, -0.276521, 0.917299], [-1.357351, 1.624749, -0.071629]],
  "forces_ev_per_angstrom": [[-0.20, -0.46, -0.14], [0.17, 0.30, 0.10], [0.16, 0.07, 0.08], [-0.16, 0.10, -0.17], [0.05, -0.33, 0.24], [0.05, -0.05, -0.06], [-0.11, 0.07, 0.07], [-0.04, 0.09, -0.10], [-0.13, -0.01, 0.07], [0.07, 0.12, -0.05], [-0.09, 0.16, -0.04], [0.15, 0.02, -0.04], [0.08, -0.09, 0.06]],
  "lowdin_charge": [0.11, -0.39, -0.10, -0.17, 0.07, 0.02, -0.16, 0.14, 0.14, 0.06, 0.08, 0.07, 0.13],
  "homo_energy_ev": [-8.52, -8.52],
  "homo_lumo_gap_ev": [8.75, 8.75]
}

Across the entries above, calculated total energy takes the values -344.529043, -344.471425, -344.443130 a.u., respectively.